Below is C9H18ClIN2OPV as an isolated structure at a distorted geometry, with properties calculated with the ωB97M-V functional and the def2-TZVPD basis.

## Properties
Highest occupied orbital energy (spin up / spin down), eV: -19.75 / -19.15
Net charge: +3
Relative energy (zero: lowest compared OMol25 entry of this formula, charge and spin), kcal/mol: 26.17
DFT total energy, a.u.: -2580.5753
Molar mass, Da: 414.531
2S+1: 2
Orbital gap (spin up / spin down), eV: 5.44 / 4.39

Each line ends with the Mulliken spin population.
Atoms and positions in Å:
I -1.8979 2.5902 1.3935  -0.14
V 0.2414 0.4486 0.4456  0.88
Cl 1.9126 1.9295 0.2943  -0.10
P -0.6324 0.1990 -1.6840  -0.05
O -2.3523 -0.8459 1.3271  0.04
N 1.2180 -1.1320 1.5124  0.03
N 2.6059 -2.7174 2.1719  -0.04
C -2.7774 4.4601 2.0340  0.00
C -0.6276 1.9199 -2.2824  0.00
C 0.4905 -0.6596 -2.8305  -0.01
C -1.3376 -0.3430 1.0167  -0.02
C -2.2726 -0.4119 -2.1190  0.01
C 1.1723 -1.2173 2.9143  0.05
C 2.4561 -2.5070 -0.2517  0.00
C 2.0591 -2.0862 1.0961  0.14
C 2.0669 -2.1600 3.3153  0.17
H -2.0242 5.2538 1.9616  0.00
H 1.5163 -0.2860 -2.6861  0.00
H -3.6392 4.6895 1.4013  -0.01
H -1.3631 2.5141 -1.7214  0.00
H -3.0397 0.1341 -1.5536  0.00
H 1.9339 -1.9657 -1.0419  0.01
H -2.3541 -1.4794 -1.8721  0.00
H -0.8810 1.9241 -3.3528  0.00
H 0.1841 -0.4813 -3.8738  0.00
H 0.4873 -0.6505 3.5204  0.00
H 3.5495 -2.3423 -0.3275  0.02
H 2.3983 -2.4405 4.2950  0.00
H 0.4759 -1.7416 -2.6316  0.00
H 3.3497 -3.4136 2.1210  0.00
H 0.3657 2.3662 -2.1283  0.00
H -2.4512 -0.2768 -3.1964  0.00
H 2.2644 -3.5936 -0.3422  0.01
H -3.0976 4.3225 3.0747  0.00

Below is C5H12CuO7 as an isolated structure at a distorted geometry, with properties calculated with the ωB97M-V functional and the def2-TZVPD basis.

## Properties
Highest occupied orbital energy, eV: -2.07
Net charge: -1
Relative energy (zero: lowest compared OMol25 entry of this formula, charge and spin), kcal/mol: 108.66
DFT total energy, a.u.: -2364.6725
Molar mass, Da: 247.690
Orbital gap, eV: 3.02

Each line ends with the natural charge from an NBO analysis.
Atoms and positions in Å:
Cu -0.1692 -0.9169 -0.9918  0.04
O -4.0108 4.5170 1.4324  -0.71
O 3.0553 -2.4513 -2.0492  -0.72
O -2.7962 -3.9110 -2.1713  -0.58
O -1.6576 2.9623 1.3589  -0.72
O -2.9462 -3.7259 -0.0491  -0.69
O 3.2877 -1.6704 0.9129  -0.73
O -4.3486 -4.9421 -1.2196  -0.66
C -3.3359 -4.2168 -1.1098  0.89
C 4.2442 -2.5309 -1.3133  -0.08
C -1.6425 4.3860 1.3452  -0.10
C -2.9323 4.8365 0.6474  -0.09
C 3.9134 -2.7419 0.1482  -0.08
H 3.2719 -3.6213 0.2047  0.18
H 3.1947 -2.1171 -2.9383  0.47
H -1.5163 4.7066 2.3793  0.17
H -2.8850 5.9211 0.5501  0.16
H 4.8393 -1.6405 -1.5162  0.16
H -0.7244 4.7275 0.8671  0.17
H -3.0485 4.3970 -0.3433  0.17
H 4.8615 -3.3368 -1.7102  0.16
H -4.2315 3.6195 1.1726  0.47
H 2.8380 -2.0109 1.6897  0.48
H -2.1562 2.7491 2.1511  0.46
H 4.8950 -2.9889 0.5527  0.15

What is the molar mass in the second record?
247.690 Da